# 1
55
Properties=species:S:1:pos:R:3 method="wB97M-V/def2-TZVPD" total_charge=-1 e_lumo_ev=2.347 e_tot_ev=-38950.3892 orbital_gap_ev=9.412
C 0.870 2.677 1.396
C 0.099 1.363 1.482
C 0.265 0.358 0.333
O -0.869 -0.002 -0.393
N 0.288 3.500 0.364
C 0.952 3.755 -0.786
O 0.102 4.023 -1.810
O 2.152 3.743 -0.924
H 1.922 2.501 1.177
H 0.879 3.026 2.423
H -0.974 1.566 1.642
H 0.234 0.929 2.479
H 1.054 0.757 -0.306
H 0.621 -0.586 0.783
H -0.886 0.870 -2.888
H -0.705 3.608 0.342
H 2.507 0.502 1.597
H 2.298 -0.279 2.912
O 2.862 0.372 2.469
H -3.652 -0.864 1.204
H -2.849 0.202 1.803
O -3.567 -0.390 2.063
H 2.506 2.204 -1.786
H 2.958 0.714 -1.889
O 2.826 1.526 -2.407
H -1.054 -3.281 0.824
H 0.174 -2.521 0.564
O -0.117 -3.445 0.579
H -2.526 2.319 -1.188
H -1.374 1.238 -0.984
O -1.622 2.149 -1.468
H 0.569 1.260 -2.997
H -0.611 3.356 -1.814
O -0.132 0.840 -3.506
H -2.526 -2.502 -0.645
H -1.857 -1.169 0.199
O -2.379 -2.025 0.192
H -0.277 -1.314 -3.054
H -0.278 -1.049 -1.530
O -0.140 -1.740 -2.204
H -1.457 -4.100 -1.219
H -1.343 -2.996 -2.254
O -1.960 -3.694 -1.931
H 1.761 -1.006 -1.747
H 2.626 -1.703 -0.762
O 2.388 -0.812 -1.030
H 0.259 -2.775 3.312
H -0.726 -1.784 3.860
O 0.205 -2.061 3.951
H 0.883 -3.859 0.456
H 1.431 -2.646 1.090
O 1.699 -3.343 0.456
H -2.968 -1.880 3.157
H -2.516 -2.828 2.088
O -2.403 -2.665 3.045



# 2
24
Properties=species:S:1:pos:R:3 method="wB97M-V/def2-TZVPD" total_charge=+1 e_lumo_ev="-3.816 / -3.823" e_tot_ev=-18796.2118 orbital_gap_ev="8.321 / 8.346"
C -2.280 -1.278 0.602
C 1.486 -0.230 -1.432
C 1.063 -1.339 0.867
C 1.382 2.183 0.207
C -1.665 -0.759 -0.651
C 0.718 -0.302 -0.081
N 0.359 1.058 0.433
S -1.941 0.899 -1.257
H -1.685 -2.185 0.846
H -2.323 -0.493 1.472
H -3.387 -1.559 0.473
H 2.072 0.615 -1.397
H 0.790 -0.016 -2.246
H 2.171 -0.934 -1.778
H 0.128 -1.698 1.457
H 1.636 -0.810 1.779
H 1.648 -2.174 0.558
H 2.402 1.656 0.279
H 1.356 2.638 -0.843
H 1.334 2.891 1.107
H -1.782 -1.593 -1.340
H 0.202 1.125 1.450
H -0.589 1.236 0.139
H -3.097 1.070 -0.642



# 3
22
Properties=species:S:1:pos:R:3 method="wB97M-V/def2-TZVPD" total_charge=0 e_lumo_ev="-0.886 / -2.037" spin_multiplicity=5 e_tot_ev=-79359.3103 orbital_gap_ev="6.996 / 5.813" s2=6.03
C -0.500 0.749 -1.916
C 0.916 0.880 -1.627
C 1.077 1.753 -0.520
C -0.208 2.187 -0.092
C -1.186 1.639 -0.963
Ru -0.674 -0.691 -0.262
N -2.314 -0.070 0.400
C 0.242 -2.456 -0.764
C 1.359 -1.594 -0.611
H 2.035 2.073 -0.099
H 1.717 0.430 -2.215
H -0.399 2.858 0.750
H -2.239 1.922 -1.030
H -0.919 0.334 -2.830
H 1.919 -1.333 -1.507
H -0.006 -3.109 0.094
H -3.084 -0.760 0.567
H 1.912 -1.587 0.329
H -0.053 -2.745 -1.786
Se 0.154 0.247 4.389
C 0.087 -0.179 2.697
N 0.166 -0.548 1.558



# 4
15
Properties=species:S:1:pos:R:3 method="wB97M-V/def2-TZVPD" total_charge=0 smiles=OCC1(O)COC1 e_lumo_ev=0.868 e_tot_ev=-10417.2248 orbital_gap_ev=11.282
O 1.658 1.001 -0.598
C 1.201 0.602 0.731
C -0.037 0.050 0.071
C -1.095 -0.767 0.756
O -2.096 -1.157 -0.155
C 0.826 -0.299 -1.124
O -0.704 1.177 -0.512
H 0.092 1.694 -0.790
H 1.866 -0.171 1.139
H 1.036 1.393 1.474
H -0.682 -1.671 1.210
H -1.501 -0.129 1.560
H -2.410 -0.338 -0.566
H 0.174 -0.429 -2.014
H 1.672 -0.955 -1.182



# 5
93
Properties=species:S:1:pos:R:3 method="wB97M-V/def2-TZVPD" total_charge=0 e_lumo_ev=0.314 e_tot_ev=-112213.4332 orbital_gap_ev=8.083
Sc 0.163 0.514 1.125
C 2.604 -1.252 3.243
N 2.247 0.127 2.885
C 1.840 0.843 4.113
C 0.677 0.236 4.888
C -0.681 0.522 4.259
N -0.853 -0.199 3.004
C -1.625 -1.226 3.048
C -2.076 -2.001 1.930
C -3.181 -2.842 2.123
C -3.800 -3.462 1.064
C -3.319 -3.226 -0.225
C -2.204 -2.447 -0.432
C -1.517 -1.844 0.638
O -0.402 -1.190 0.448
C 3.462 0.818 2.414
C 4.053 0.365 1.081
C 3.123 0.559 -0.132
N 1.998 1.410 0.204
C 1.943 2.579 -0.318
C 0.933 3.564 -0.037
C 0.863 4.715 -0.837
C -0.046 5.710 -0.581
C -0.900 5.584 0.519
C -0.861 4.465 1.316
C 0.028 3.404 1.051
O 0.035 2.337 1.806
H 3.191 -1.275 4.172
H 3.201 -1.691 2.449
H 1.718 -1.872 3.346
H 1.567 1.861 3.825
H 2.708 0.895 4.791
H 0.687 0.666 5.892
H 0.794 -0.844 4.993
H -0.771 1.590 4.052
H -1.463 0.233 4.970
H -2.070 -1.503 4.010
H -3.567 -2.964 3.129
H -4.660 -4.099 1.219
H -3.830 -3.653 -1.079
H -1.837 -2.262 -1.434
H 4.253 0.707 3.173
H 3.227 1.882 2.347
H 4.368 -0.678 1.131
H 4.956 0.964 0.941
H 2.723 -0.407 -0.451
H 3.689 0.990 -0.964
H 2.710 2.879 -1.039
H 1.541 4.798 -1.679
H -0.096 6.584 -1.216
H -1.600 6.379 0.747
H -1.539 4.349 2.152
S 0.539 0.229 -2.139
P -1.272 1.017 -1.988
S -2.109 1.299 -0.175
C -1.322 2.617 -2.876
C -0.281 3.015 -3.702
C -0.374 4.214 -4.395
C -1.501 5.011 -4.262
C -2.545 4.608 -3.440
C -2.457 3.412 -2.748
C -2.394 -0.018 -3.007
C -1.930 -0.499 -4.229
C -2.711 -1.370 -4.971
C -3.956 -1.765 -4.497
C -4.419 -1.285 -3.282
C -3.641 -0.410 -2.537
H 0.591 2.382 -3.809
H 0.430 4.524 -5.051
H -1.573 5.942 -4.810
H -3.432 5.222 -3.349
H -3.259 3.079 -2.101
H -0.950 -0.209 -4.585
H -2.340 -1.757 -5.911
H -4.554 -2.461 -5.072
H -5.379 -1.606 -2.898
H -3.977 -0.037 -1.578
C 1.298 -3.496 -2.090
C 0.865 -4.046 -0.743
S 1.583 -3.054 0.619
O 0.859 -3.457 1.850
C 3.179 -4.019 0.674
C 3.048 -5.259 1.537
H 0.788 -4.012 -2.904
H 2.373 -3.612 -2.244
H 1.055 -2.436 -2.157
H 1.163 -5.084 -0.595
H -0.208 -3.960 -0.597
H 3.937 -3.349 1.083
H 3.442 -4.260 -0.356
H 2.659 -4.985 2.516
H 4.016 -5.747 1.657
H 2.359 -5.975 1.090



# 6
30
Properties=species:S:1:pos:R:3 method="wB97M-V/def2-TZVPD" total_charge=+1 smiles="CC(C)=CO/C(O)=[NH+]/C(C)(C)C" e_lumo_ev=-3.635 e_tot_ev=-15201.2240 orbital_gap_ev=9.240
C 0.129 1.537 -0.088
C -2.249 1.166 -0.644
C -2.566 -0.065 -0.142
C -1.862 -0.721 0.946
C -3.708 -0.847 -0.713
C 2.188 0.187 1.475
C 1.724 -1.588 0.026
C 2.683 0.370 -1.042
C 1.839 -0.133 0.065
N 0.557 0.289 -0.256
O -1.143 1.942 -0.463
O 0.825 2.553 0.397
H 0.076 -0.384 -0.791
H -2.919 1.574 -1.426
H -2.396 -1.078 1.764
H -1.132 -0.134 1.411
H -1.397 -1.626 0.491
H -4.543 -0.938 -0.046
H -3.523 -1.851 -1.003
H -4.068 -0.272 -1.570
H 3.297 0.046 1.703
H 2.111 1.338 1.534
H 1.545 -0.216 2.257
H 2.486 -2.292 0.481
H 1.562 -1.938 -0.946
H 0.889 -1.802 0.613
H 3.785 0.377 -0.814
H 2.628 -0.292 -1.870
H 2.585 1.382 -1.455
H 0.596 3.420 0.107



# 7
21
Properties=species:S:1:pos:R:3 method="wB97M-V/def2-TZVPD" total_charge=0 smiles="CO[P@@]1(=O)CC[C@]2(C)O[C@@H]21" e_lumo_ev=0.743 e_tot_ev=-21830.7301 orbital_gap_ev=10.213
C 1.164 0.112 1.025
C 1.520 0.324 -0.454
C -0.626 -1.278 -0.103
C 0.156 -1.024 1.171
C -0.187 -1.400 2.554
C -1.523 1.974 -2.137
O 0.042 -0.523 -2.766
O 0.434 -2.098 0.229
O -0.962 1.199 -1.070
P -0.044 -0.085 -1.366
H 2.181 -0.024 1.518
H 0.647 1.042 1.373
H 1.996 1.292 -0.651
H 2.360 -0.184 -0.924
H -1.705 -1.664 -0.270
H -0.407 -2.437 2.692
H -0.804 -0.667 2.998
H 0.658 -1.183 3.144
H -1.058 3.075 -1.968
H -2.607 2.167 -1.857
H -1.235 1.385 -3.138



# 8
17
Properties=species:S:1:pos:R:3 method="wB97M-V/def2-TZVPD" total_charge=0 smiles="C=NO[SiH2]ON=C.C#[N+][O-]" e_lumo_ev=0.827 e_tot_ev=-21708.4621 orbital_gap_ev=10.571
C -0.672 0.003 -3.173
C 3.500 -1.297 -1.111
C -2.171 2.006 0.451
N -0.765 -0.367 -1.929
N 3.353 -0.066 -0.854
N -2.065 0.915 0.795
O 0.514 -0.343 -1.223
O 2.414 0.319 0.047
O -2.000 -0.204 1.044
Si 0.864 -0.239 0.339
H -1.683 0.086 -3.575
H 0.232 0.469 -3.597
H 4.332 -1.404 -1.853
H 2.908 -2.139 -0.662
H -2.085 3.057 0.237
H 0.617 -1.583 0.925
H 0.280 0.843 1.057



# 9
17
Properties=species:S:1:pos:R:3 method="wB97M-V/def2-TZVPD" total_charge=0 e_lumo_ev="-1.197 / -1.129" e_tot_ev=-8425.8001 orbital_gap_ev="8.107 / 8.249"
O -1.610 1.811 0.095
C -1.570 0.778 -0.529
C -1.342 -0.587 0.079
C -0.361 -0.566 1.262
C 1.056 -0.863 0.861
C 0.467 0.829 -2.089
C 2.107 -0.085 1.100
H -1.822 0.773 -1.622
H -2.332 -0.930 0.412
H -1.012 -1.273 -0.708
H -0.679 -1.315 1.998
H -0.423 0.413 1.752
H 1.210 -1.817 0.350
H 0.530 0.421 -3.123
H 0.672 1.912 -2.239
H 3.111 -0.379 0.805
H 2.001 0.877 1.597



# 10
20
Properties=species:S:1:pos:R:3 method="wB97M-V/def2-TZVPD" total_charge=-1 e_lumo_ev=3.630 e_tot_ev=-17067.3098 orbital_gap_ev=7.767
C -1.856 -2.497 0.066
C -0.920 -2.220 0.773
C 1.032 -0.266 -1.637
C 3.067 0.677 -0.225
C 2.316 -0.062 -1.317
C -0.592 0.459 -0.035
C -2.427 1.319 1.076
N -0.120 0.138 -1.210
O 2.489 0.791 0.939
O 4.212 1.021 -0.472
O -0.148 0.478 1.106
O -1.908 0.928 -0.136
H -2.680 -2.720 -0.472
H -0.119 -1.681 1.275
H 0.951 -0.659 -2.607
H 2.946 -0.430 -2.129
H -3.523 1.210 0.953
H -2.177 2.428 1.440
H -2.084 0.502 1.770
H 1.541 0.585 0.841



# 11
19
Properties=species:S:1:pos:R:3 method="wB97M-V/def2-TZVPD" total_charge=-1 e_lumo_ev=3.435 e_tot_ev=-31104.0169 orbital_gap_ev=6.185
C 1.067 1.569 1.122
C -0.328 2.129 0.921
O -0.454 3.051 -0.151
C 1.636 0.734 -0.032
S 1.808 -1.068 0.184
S 0.356 -2.010 -0.873
H 1.038 1.105 2.095
H 1.727 2.421 1.317
H -1.014 1.284 0.789
H -0.663 2.615 1.851
H 2.654 1.069 -0.223
H 1.048 0.907 -0.933
H -2.848 -0.579 -0.698
H -1.883 0.086 -1.650
H 0.131 2.747 -0.854
O -2.789 0.178 -1.315
H -2.004 -0.367 1.154
H -1.666 -1.822 1.046
O -2.432 -1.234 1.145



# 12
26
Properties=species:S:1:pos:R:3 method="wB97M-V/def2-TZVPD" total_charge=+1 e_lumo_ev=-3.595 e_tot_ev=-24390.0062 orbital_gap_ev=8.996
C 0.240 -0.797 -4.498
C 1.516 3.116 3.038
C 1.006 -0.861 3.332
C 0.008 -1.558 -3.178
C -1.667 -0.332 -1.995
N -2.150 0.352 -0.998
O -0.796 1.584 1.115
O 0.608 2.055 3.073
O 0.034 -0.205 2.485
O -0.439 -0.710 -2.072
P 0.634 1.081 1.778
H 0.358 -1.458 -5.382
H -0.740 -0.224 -4.588
H 0.858 0.149 -4.429
H 1.255 3.748 2.172
H 2.576 2.666 2.772
H 1.513 3.495 4.198
H 0.968 -0.655 4.369
H 2.059 -0.976 2.922
H 0.582 -1.843 3.190
H 1.007 -2.024 -2.871
H -0.700 -2.445 -3.192
H -2.259 -0.804 -2.789
H -1.249 2.025 1.810
H -1.600 0.542 -0.090
H -3.074 0.787 -0.907



# 13
62
Properties=species:S:1:pos:R:3 method="wB97M-V/def2-TZVPD" total_charge=0 e_lumo_ev="-0.029 / -2.237" spin_multiplicity=5 e_tot_ev=-64364.2254 orbital_gap_ev="6.540 / 5.953" s2=6.06
Ir 1.263 -0.078 1.091
O 2.948 -1.770 2.172
S 3.769 -1.724 0.972
O 5.011 -2.420 0.999
O 2.879 -2.490 -0.165
O 3.813 -0.335 0.455
N 2.106 2.042 1.689
C 1.011 2.941 1.806
C 1.027 4.028 2.651
C -0.093 4.854 2.754
C -1.229 4.595 2.004
C -1.279 3.501 1.151
C -2.465 3.146 0.396
C -2.469 2.061 -0.377
C -1.275 1.174 -0.529
N -0.155 1.500 0.333
C -0.157 2.639 1.047
H 2.572 2.109 0.786
H 2.799 2.154 2.418
H 1.916 4.240 3.232
H -0.069 5.703 3.424
H -2.094 5.241 2.091
H -3.341 3.776 0.482
H -3.349 1.790 -0.949
H -1.562 0.147 -0.268
C 0.227 -0.194 2.976
C -0.819 -1.064 2.461
C -2.103 -0.573 2.136
C -3.039 -1.375 1.523
C -2.728 -2.705 1.217
C -1.482 -3.229 1.576
C -0.546 -2.426 2.192
C -3.683 -3.523 0.532
N -4.442 -4.185 -0.023
H 0.921 -0.688 3.652
H -0.122 0.766 3.358
H -2.349 0.457 2.367
H -4.017 -0.981 1.274
H -1.254 -4.266 1.368
H 0.426 -2.825 2.454
C -0.854 -1.216 -2.642
N -0.037 -0.035 -2.326
C 0.894 0.197 -3.436
N 1.795 -0.921 -3.549
C 1.010 -2.128 -3.794
N -0.012 -2.382 -2.781
C 0.574 -2.770 -1.503
P 1.682 -1.478 -0.792
C -0.815 1.142 -2.000
C 2.605 -1.030 -2.343
H -1.402 -1.060 -3.584
H -1.578 -1.383 -1.842
H 1.458 1.110 -3.233
H 0.353 0.320 -4.387
H 1.678 -2.988 -3.847
H 0.507 -2.012 -4.756
H 1.198 -3.656 -1.645
H -0.217 -3.029 -0.795
H -0.204 2.029 -2.183
H -1.698 1.230 -2.651
H 3.326 -1.842 -2.461
H 3.168 -0.112 -2.177



# 14
18
Properties=species:S:1:pos:R:3 method="wB97M-V/def2-TZVPD" total_charge=0 smiles=CCCCCO e_lumo_ev=1.048 e_tot_ev=-7426.3179 orbital_gap_ev=11.245
C 0.420 0.543 1.833
O 1.358 1.641 1.886
C 0.811 -0.298 0.579
C -0.026 0.049 -0.658
C -1.211 -0.851 -1.012
C -1.256 -1.117 -2.522
H 0.565 -0.120 2.688
H -0.599 0.891 1.674
H 0.863 2.302 2.398
H 1.867 -0.044 0.431
H 0.866 -1.382 0.706
H -0.295 1.112 -0.640
H 0.710 0.073 -1.477
H -1.139 -1.743 -0.381
H -2.161 -0.381 -0.761
H -1.760 -2.003 -2.920
H -0.243 -1.196 -2.930
H -1.685 -0.296 -3.105



# 15
16
Properties=species:S:1:pos:R:3 method="wB97M-V/def2-TZVPD" total_charge=+1 smiles="C/C=C/C=[NH+]/C" e_lumo_ev=-4.967 e_tot_ev=-6828.9195 orbital_gap_ev=9.446
C 0.736 -0.589 0.302
C 1.650 0.295 -0.198
C -0.750 -0.423 0.146
C 3.113 0.158 0.026
C -3.051 0.245 -0.042
N -1.628 0.466 -0.158
H 1.247 1.218 -0.677
H -1.317 -1.327 0.403
H 1.084 -1.651 0.626
H 3.332 0.388 1.159
H 3.630 0.709 -0.777
H 3.404 -0.914 -0.187
H -3.165 -0.823 0.212
H -3.184 0.817 0.836
H -3.590 0.652 -0.861
H -1.302 1.380 -0.409



Ordered ΔE to the lowest compared entry with this formula, charge and spin results: 7.2272 4.4484 0.0000 3.7787 0.3260 2.1334 0.0000 0.9779 5.4402 3.0662 0.7806 0.0000 0.1635 0.9935 1.2825; unit eV.
Ordered largest force on an atom results: 14.69 5.38 2.83 1.56 1.45 5.23 2.95 4.58 0.58 3.87 0.97 3.51 0.57 2.31 2.60; unit eV/A.